Below is 2 unconnected molecules or ions with the total composition C7H15N2, with properties calculated with ωB97M-V/def2-TZVPD.

Calculated values
Electronic energy ... -384.7827 Eh
E_HOMO (alpha / beta) ... -13.0 / -10.2 eV
Relative energy (zero: lowest compared OMol25 entry of this formula, charge and spin) ... 134.34 kcal per mole
Molar mass ... 127.2 g mol⁻¹
Frontier orbital gap (alpha / beta) ... 0.3670 / 0.1512 hartree

Structure (ORCA input):
```
! wB97M-V def2-TZVPD RIJCOSX def2/J DEFGRID3
* xyz 1 1
C 1.4240 -3.0084 -0.5569
C 0.2011 -2.4597 -0.0585
C 1.7967 -1.7174 -1.3358
C 0.4725 -1.1036 -0.8073
C -2.5156 2.5331 -0.7233
C -0.6235 1.9796 0.7556
C -0.0546 1.0923 1.6173
N 1.2381 0.9885 1.9493
N -2.0189 1.9865 0.4575
H 1.1335 -3.7754 -1.2983
H 2.7945 -1.3285 -1.0460
H 1.7554 -1.6176 -2.3763
H -0.1775 -0.8053 -1.5152
H 0.6689 -0.3508 -0.0225
H -3.6708 2.5212 -0.6370
H -2.1764 3.4758 -1.0950
H -2.2192 1.8989 -1.4766
H -0.0477 2.6786 0.2272
H 2.0889 -3.6462 0.0476
H -0.6589 0.6585 2.3210
H 1.5578 0.4949 2.7045
H 2.0519 1.0383 1.3138
H -2.3831 1.1584 0.8991
H -0.6370 -2.6917 0.6560
*
```